1.
{
  "formula": "C5H7N3",
  "method": "wB97M-V/def2-TZVPD",
  "elements": ["C", "C", "C", "C", "C", "N", "N", "N", "H", "H", "H", "H", "H", "H", "H"],
  "coordinates": [[-2.1859, 0.1063, 0.5059], [-1.2140, -0.9027, 0.4868], [-1.6892, 1.1688, -0.2825], [-0.1793, -0.2757, -0.3562], [1.1799, -0.7302, -0.7227], [-0.4147, 0.9548, -0.6855], [1.7642, -0.2432, 0.4225], [2.1320, 0.9715, 0.5319], [-3.0291, 0.1901, 1.0938], [-1.1433, -1.8346, 0.9717], [-2.2263, 2.0973, -0.4475], [1.3401, -1.8526, -0.8060], [1.5488, -0.1725, -1.5850], [1.6960, -0.9603, 1.2422], [2.4208, 1.4829, -0.3694]],
  "forces_ev_per_a": [[1.9968, -1.0429, -0.7475], [0.3491, 2.7152, -1.3298], [0.4415, 0.4799, 0.7448], [-0.3797, -2.6331, 0.3302], [-0.7858, -2.8558, -2.2510], [-1.9058, 1.7805, -0.9772], [1.5506, -0.3106, 2.3634], [1.7532, 1.0217, 0.9741], [-1.8082, -0.2118, 0.8991], [-0.1684, -0.8926, 0.3997], [0.2920, -0.0292, -0.1402], [-0.2790, 1.3598, -0.0620], [-0.0470, -0.3431, -0.0689], [0.2500, 2.6506, -1.2593], [-1.2593, -1.6885, 1.1247]],
  "mulliken_charge": [-0.376, -0.866, -0.399, 0.746, -0.731, -0.566, 0.313, -0.706, 0.462, 0.444, 0.402, 0.299, 0.360, 0.325, 0.292],
  "e_above_lowest_kcal_mol": 123.6,
  "mol_weight_g_mol": 109.13,
  "homo_ev": [-7.953, -7.321],
  "total_charge": 0,
  "fmax_ev_per_a": 3.72,
  "energy_ev": -9764.0274
}

---

2.
{
  "formula": "C2H2NO3",
  "method": "wB97M-V/def2-TZVPD",
  "elements": ["C", "C", "N", "O", "O", "O", "H", "H"],
  "coordinates": [[-1.8409, -0.2108, -0.0768], [1.6694, 0.7813, 0.1871], [1.7940, -0.4009, 0.0409], [1.2985, 1.9092, -0.0266], [2.4780, -1.4656, 0.1948], [-3.0182, -0.5047, -0.1980], [-1.1855, -0.3313, 0.8162], [-1.1953, 0.2228, -0.9374]],
  "forces_ev_per_a": [[0.4435, 0.3122, -1.4100], [-0.0214, -1.8233, -0.8101], [-0.4714, 1.9125, 0.3189], [-0.4257, 1.5065, 0.2545], [0.7455, -1.6290, 0.2381], [1.6031, 0.3811, 0.4666], [-0.7614, -0.1760, 0.1036], [-1.1123, -0.4841, 0.8385]],
  "mulliken_charge": [0.058, 0.320, 0.141, -0.654, -0.775, -0.473, 0.207, 0.176],
  "e_above_lowest_kcal_mol": 114.0,
  "mol_weight_g_mol": 88.04,
  "homo_ev": -2.661,
  "total_charge": -1,
  "fmax_ev_per_a": 2.00,
  "energy_ev": -9736.7085
}

---

3.
{
  "formula": "Cl2O2",
  "method": "wB97M-V/def2-TZVPD",
  "elements": ["Cl", "O", "O", "Cl"],
  "coordinates": [[-0.8680, 1.0848, -0.9875], [-0.9042, 0.1912, 0.4469], [0.4382, -0.1806, 0.8267], [1.3340, -1.0955, -0.2861]],
  "forces_ev_per_a": [[-0.0651, 0.0471, 0.2709], [0.9885, -0.6882, -0.6495], [-0.1970, 0.5435, 0.3414], [-0.7264, 0.0976, 0.0371]],
  "mulliken_charge": [0.086, -0.072, -0.107, 0.093],
  "e_above_lowest_kcal_mol": 0.0,
  "smiles": "ClOOCl",
  "mol_weight_g_mol": 102.90,
  "homo_ev": -10.839,
  "total_charge": 0,
  "fmax_ev_per_a": 1.37,
  "energy_ev": -29133.6707
}

---

4.
{
  "formula": "C34H96InO18",
  "method": "wB97M-V/def2-TZVPD",
  "elements": ["C", "C", "C", "C", "C", "C", "C", "C", "C", "C", "C", "C", "O", "C", "C", "O", "C", "C", "In", "C", "C", "H", "H", "H", "H", "H", "H", "H", "H", "H", "H", "H", "H", "H", "H", "H", "H", "H", "H", "H", "H", "H", "H", "H", "H", "H", "H", "H", "H", "H", "H", "H", "H", "C", "O", "H", "H", "H", "H", "C", "O", "H", "H", "H", "H", "C", "O", "H", "H", "H", "H", "C", "O", "H", "H", "H", "H", "C", "O", "H", "H", "H", "H", "C", "O", "H", "H", "H", "H", "C", "O", "H", "H", "H", "H", "C", "O", "H", "H", "H", "H", "C", "O", "H", "H", "H", "H", "C", "O", "H", "H", "H", "H", "C", "O", "H", "H", "H", "H", "C", "O", "H", "H", "H", "H", "C", "O", "H", "H", "H", "H", "C", "O", "H", "H", "H", "H", "C", "O", "H", "H", "H", "H", "C", "O", "H", "H", "H", "H"],
  "coordinates": [[-1.6175, -0.3037, 4.9985], [-2.0090, -1.6321, 5.6673], [-0.7437, -2.1196, 6.4179], [-3.1098, -1.4109, 6.7356], [-2.3200, -2.7373, 4.6333], [-3.6796, -2.7712, 3.8765], [-4.2430, -1.3816, 3.5770], [-4.7383, -3.6090, 4.6465], [-3.4274, -3.5034, 2.5368], [-2.7437, -4.7211, 2.5497], [-2.4246, -5.3966, 1.3834], [-2.7919, -4.8670, 0.1571], [-2.4263, -5.5498, -0.9949], [-1.8496, -4.7054, -1.9940], [-0.5086, -4.1395, -1.5461], [-0.0264, -3.2598, -2.5392], [0.2103, -1.9421, -2.0043], [-1.0346, -1.2415, -1.4395], [-0.6409, -0.4518, 0.6264], [-3.5081, -3.6835, 0.1250], [-3.8174, -3.0085, 1.2988], [-2.4713, 0.2298, 4.5868], [-0.9195, -0.5084, 4.1840], [-1.1176, 0.3406, 5.7215], [-0.4259, -1.3697, 7.1433], [0.0563, -2.2689, 5.6875], [-0.9647, -3.0606, 6.9210], [-2.8732, -1.9531, 7.6527], [-4.1019, -1.7097, 6.4070], [-3.1682, -0.3453, 6.9710], [-2.2251, -3.6970, 5.1566], [-1.5149, -2.7147, 3.8950], [-4.4998, -0.8263, 4.4777], [-3.5601, -0.7847, 2.9705], [-5.1731, -1.4875, 3.0154], [-4.6185, -3.5387, 5.7276], [-4.7355, -4.6472, 4.3188], [-5.7260, -3.2050, 4.4126], [-2.4253, -5.1539, 3.4901], [-1.8617, -6.3186, 1.4077], [-1.6870, -5.3202, -2.8810], [-2.5271, -3.9026, -2.2856], [0.1881, -4.9797, -1.4218], [-0.5975, -3.6352, -0.5800], [1.0185, -2.0120, -1.2656], [0.6002, -1.3544, -2.8370], [-1.3102, -0.4090, -2.0917], [-1.8947, -1.9131, -1.4187], [-0.7954, -1.7248, 1.8611], [-1.7802, 0.8941, 0.9433], [1.0149, 0.1806, 0.5701], [-3.7964, -3.2634, -0.8291], [-4.3372, -2.0664, 1.2162], [1.5288, 0.5572, -5.4148], [0.5697, 0.5351, -4.3672], [2.4226, 1.0386, -5.0231], [1.7917, -0.4538, -5.7391], [1.1717, 1.1338, -6.2736], [-0.2293, 0.1080, -4.6884], [1.3115, 2.9646, 6.4259], [0.1135, 2.5573, 5.7859], [1.7705, 2.0713, 6.8437], [2.0119, 3.4184, 5.7183], [1.1169, 3.6710, 7.2390], [-0.3050, 3.3327, 5.4023], [4.4089, 2.9026, -3.8453], [4.6108, 3.2554, -5.2209], [4.6865, 1.8580, -3.7308], [5.0286, 3.5131, -3.1867], [3.3618, 3.0268, -3.5725], [4.3283, 4.1688, -5.3437], [4.1904, 0.8641, 1.3136], [3.0983, 1.7389, 1.5717], [3.9010, 0.2474, 0.4663], [5.1018, 1.4172, 1.0635], [4.3858, 0.2136, 2.1694], [3.3139, 2.2780, 2.3396], [1.9481, 3.3805, -1.0822], [3.0618, 3.8676, -0.3376], [1.7293, 4.1092, -1.8633], [2.1743, 2.4165, -1.5465], [1.0681, 3.2631, -0.4468], [3.2335, 3.1807, 0.3250], [3.4789, 3.8672, -8.6740], [4.6159, 4.2014, -7.8858], [3.3287, 4.6768, -9.3867], [3.6416, 2.9392, -9.2300], [2.5863, 3.7673, -8.0538], [4.7478, 3.4907, -7.2469], [7.9899, 5.4107, -5.0857], [6.7345, 5.5239, -4.4127], [8.6964, 6.0761, -4.5950], [8.3688, 4.3895, -5.0324], [7.8946, 5.6980, -6.1337], [6.1361, 4.9174, -4.8606], [0.9296, 3.9356, -4.7913], [1.1687, 4.0484, -6.1956], [1.1834, 2.9228, -4.4986], [1.5569, 4.6359, -4.2322], [-0.1200, 4.1163, -4.5501], [0.9483, 4.9453, -6.4622], [-9.0507, -2.5032, 4.4204], [-7.8116, -1.8506, 4.6953], [-8.9601, -2.9828, 3.4492], [-9.2599, -3.2713, 5.1700], [-9.8769, -1.7923, 4.3923], [-7.8825, -1.4233, 5.5526], [1.9448, -4.1475, 8.2178], [0.6731, -4.1234, 8.8509], [2.5289, -3.3335, 8.6407], [2.4695, -5.0895, 8.4035], [1.8560, -3.9902, 7.1397], [0.1433, -4.8318, 8.4756], [-0.5888, -8.5442, -0.0458], [-1.7736, -8.7842, -0.7878], [-0.2320, -9.4941, 0.3487], [0.1941, -8.1079, -0.6730], [-0.7861, -7.8719, 0.7902], [-2.0703, -7.9248, -1.1143], [-12.1566, -1.9747, 2.4831], [-12.2841, -1.6599, 3.8670], [-11.3081, -1.4131, 2.1004], [-11.9632, -3.0397, 2.3336], [-13.0509, -1.6830, 1.9253], [-13.0296, -2.1532, 4.2184], [9.9535, 8.6231, -6.0058], [10.5017, 8.0654, -4.8236], [10.6863, 8.4956, -6.8008], [9.0303, 8.1128, -6.2978], [9.7477, 9.6895, -5.8791], [9.8433, 8.1864, -4.1250], [9.3293, 3.5677, -8.7487], [8.4118, 3.5046, -7.6669], [10.2376, 4.0325, -8.3718], [9.5766, 2.5713, -9.1262], [8.9391, 4.1756, -9.5699], [7.5987, 3.1024, -7.9863], [6.8651, 8.8714, -3.7622], [8.2176, 9.2580, -3.4863], [6.7991, 8.6515, -4.8241], [6.5847, 7.9777, -3.2046], [6.1830, 9.6905, -3.5225], [8.2789, 9.4530, -2.5471], [-11.9533, -5.8960, 3.1675], [-10.6459, -5.3517, 3.0688], [-12.5454, -5.2024, 3.7612], [-12.4211, -6.0040, 2.1845], [-11.9484, -6.8669, 3.6702], [-10.1068, -5.9553, 2.5498]],
  "forces_ev_per_a": [[-0.0545, -0.3399, -0.0519], [0.2784, -0.0438, 0.3675], [-0.4070, 0.1824, -0.5678], [0.0998, 0.1683, -0.2705], [-0.1839, 0.0054, 0.1658], [0.0709, -0.2970, -0.4582], [-0.1653, 0.0284, -0.1159], [-0.2194, 0.5503, -0.2220], [0.0588, 0.0468, 0.2857], [-0.0732, -0.0739, -0.1368], [0.0012, 0.0474, 0.0205], [-0.0609, 0.0030, 0.0636], [-0.0064, 0.0261, 0.0749], [0.1974, -0.0144, -0.1974], [0.0599, -0.1071, -0.1211], [-0.0405, -0.0392, 0.1128], [-0.2204, 0.3327, -0.1727], [0.2554, 0.0171, 0.1611], [-0.1651, 0.2599, -0.1024], [-0.0173, -0.0567, -0.2117], [0.1277, -0.1189, 0.0254], [0.0290, 0.0437, -0.0078], [-0.0295, 0.1349, -0.0595], [-0.0524, 0.0826, 0.0143], [0.0442, -0.0874, 0.1067], [0.0962, -0.0541, 0.1253], [0.1704, -0.0080, 0.1246], [-0.1040, -0.0358, 0.0352], [0.0034, 0.0023, -0.0125], [0.0395, -0.0347, 0.1615], [-0.0142, -0.0227, -0.0282], [-0.0009, 0.0932, -0.0072], [0.1080, -0.0391, 0.0698], [0.0740, -0.0107, 0.0662], [-0.0480, 0.0151, 0.0552], [0.0822, -0.1744, -0.0112], [0.1740, -0.0997, 0.2392], [-0.0602, -0.1192, 0.0424], [-0.0107, 0.0331, 0.0285], [-0.0192, -0.0104, 0.0528], [-0.1117, -0.1155, 0.0722], [0.0249, 0.0499, 0.0677], [0.0436, 0.0557, 0.0352], [-0.0962, -0.0188, 0.0015], [-0.0202, -0.1633, 0.0535], [0.1091, -0.1439, 0.0368], [-0.0414, 0.0147, -0.0114], [0.0521, -0.0668, 0.0273], [0.0282, -0.0202, -0.1189], [0.0023, -0.1059, 0.0600], [0.0279, -0.0937, -0.0347], [-0.0693, 0.0695, 0.0582], [0.0115, 0.0277, 0.0004], [-0.1815, -0.1166, -0.0068], [0.1240, 0.1539, -0.1064], [0.0275, 0.0001, -0.0100], [0.0346, 0.0086, -0.0113], [0.0755, 0.0121, -0.0256], [-0.0254, -0.0463, 0.0857], [-0.1342, 0.0162, -0.0996], [0.1023, 0.0865, 0.1499], [-0.0006, -0.0130, 0.0007], [0.0393, 0.0039, 0.0297], [0.0500, 0.0000, 0.0195], [-0.0291, -0.0636, -0.0799], [-0.0440, 0.0978, -0.0461], [0.2384, 0.1718, 0.0494], [0.0124, -0.0046, -0.0497], [-0.0019, -0.0217, 0.0294], [0.0140, -0.0560, 0.0861], [-0.3025, -0.0888, -0.0380], [-0.0640, -0.0356, 0.0438], [0.2876, 0.3096, 0.0087], [-0.0401, -0.0113, 0.0140], [-0.0005, -0.0241, -0.0129], [0.0036, -0.0287, -0.0275], [-0.0598, -0.1060, 0.0783], [0.1258, 0.0832, 0.1244], [-0.0222, -0.0804, -0.1660], [0.0023, 0.0223, 0.0092], [-0.1197, -0.0265, -0.0068], [-0.0404, -0.0781, -0.0586], [-0.0945, 0.0056, 0.0523], [0.0385, 0.0054, 0.0875], [0.1006, -0.0505, -0.1018], [0.0311, 0.0007, -0.0087], [-0.0438, 0.0094, -0.0387], [0.0036, -0.0550, -0.0415], [-0.0606, -0.0043, 0.0834], [-0.1652, 0.0312, 0.0976], [0.0545, 0.0685, -0.0601], [-0.0158, 0.0298, 0.0419], [0.0667, 0.0014, -0.0692], [0.0895, -0.0415, -0.0435], [0.0402, -0.1202, 0.0717], [0.0611, 0.1345, -0.1152], [-0.0175, 0.0163, 0.0625], [-0.0800, -0.0124, 0.0346], [-0.0404, 0.0026, 0.0466], [0.0068, -0.0237, 0.0525], [-0.0107, -0.0179, -0.0145], [0.1793, 0.1388, 0.1870], [-0.0730, -0.0306, -0.0903], [0.0283, -0.0146, 0.0028], [-0.0803, -0.0550, -0.0734], [-0.0622, -0.0496, -0.0136], [0.0312, 0.0172, -0.0131], [-0.1326, -0.0075, -0.0419], [0.1121, -0.0960, 0.0989], [-0.0021, 0.0108, 0.0072], [0.0357, 0.0155, -0.0123], [0.0431, 0.0144, -0.0006], [-0.0522, 0.0502, -0.0119], [-0.0996, 0.0630, -0.1005], [0.0986, 0.0649, -0.0565], [-0.0576, -0.0456, -0.0437], [0.0441, 0.0019, 0.0516], [0.1484, -0.0196, 0.0630], [-0.1120, 0.0293, 0.0832], [-0.0685, -0.0588, 0.1051], [-0.0643, 0.0244, -0.0847], [0.0152, 0.0115, 0.0272], [0.0479, 0.0122, -0.0401], [0.0204, 0.0078, -0.0348], [0.0121, 0.0060, 0.0238], [0.0243, -0.0315, 0.2071], [0.0191, -0.0946, -0.0133], [0.0140, -0.0107, 0.0010], [-0.0103, 0.0287, -0.0537], [-0.0403, 0.0069, -0.0701], [-0.0088, 0.1573, -0.1238], [-0.1397, -0.0217, 0.0703], [0.0878, -0.0844, -0.1088], [0.0076, 0.0056, 0.0071], [0.0384, 0.0131, -0.0265], [0.0392, 0.0024, -0.0230], [-0.0653, 0.0857, 0.0398], [0.0734, 0.0672, 0.1385], [-0.0685, -0.0767, 0.0303], [0.0399, -0.0172, -0.0081], [-0.0166, -0.0326, -0.0634], [-0.0493, -0.0288, -0.0450], [0.0375, 0.0017, -0.0047], [0.1441, -0.0140, -0.0448], [-0.1218, -0.0137, -0.0071], [0.0020, 0.0077, 0.0134], [-0.0436, -0.0070, 0.0177], [-0.0490, -0.0001, 0.0079], [0.0600, 0.0460, 0.0141]],
  "mulliken_charge": [-2.134, 3.308, -2.357, -1.869, -2.189, 4.107, -2.778, -1.741, -0.935, -0.328, -0.728, 0.483, -0.454, -0.581, -0.135, -0.492, -0.173, -0.618, 0.687, -0.680, -0.219, 0.349, 0.071, 0.773, 0.475, 0.447, 0.562, 0.330, 0.343, 0.381, 0.286, 0.330, 0.353, 0.375, 0.655, 0.307, 0.377, 0.480, 0.343, 0.072, 0.329, 0.178, 0.262, 0.183, 0.343, -0.037, 0.420, 0.052, -0.386, -0.422, -0.346, 0.405, 0.474, -0.639, -0.416, 0.142, 0.366, 0.286, 0.241, -0.549, -0.410, 0.214, 0.223, 0.279, 0.260, -0.481, -0.482, 0.309, 0.354, -0.110, 0.298, -0.618, -0.453, 0.205, 0.303, 0.291, 0.233, -0.276, -0.608, 0.098, 0.132, 0.318, 0.415, -0.418, -0.459, 0.237, 0.281, 0.088, 0.321, -0.547, -0.468, 0.228, 0.292, 0.195, 0.358, -0.406, -0.463, -0.086, 0.302, 0.358, 0.255, -0.566, -0.455, 0.181, 0.285, 0.297, 0.240, -0.548, -0.494, 0.206, 0.294, 0.242, 0.284, -0.417, -0.562, 0.310, 0.212, 0.174, 0.354, -0.452, -0.488, 0.248, 0.114, 0.318, 0.279, -0.444, -0.543, 0.267, 0.124, 0.233, 0.364, -0.591, -0.388, 0.219, 0.262, 0.269, 0.247, -0.520, -0.506, 0.211, 0.238, 0.300, 0.256, -0.606, -0.427, 0.182, 0.286, 0.310, 0.267],
  "mol_weight_g_mol": 907.94,
  "homo_ev": -4.658,
  "total_charge": -1,
  "fmax_ev_per_a": 0.72,
  "energy_ev": -78835.0882
}